# 1
# C10H8AgNO8S2

A structure of composition C10H8AgNO8S2 (ωB97M-V with the def2-TZVPD basis set, OMol25).

LUMO ... 5.185 eV
E_HOMO ... -0.105 hartree
Gap between HOMO and LUMO ... 8.054 eV

Structure (ORCA input):
```
! RIJCOSX wB97M-V def2-TZVPD def2/J DEFGRID3
* xyz -2 1
Ag 0.82 -0.86 -0.36
O -0.74 0.86 -1.02
S -0.66 2.09 -0.21
O -1.02 3.28 -0.96
O 0.56 2.21 0.56
C -2.01 1.94 1.01
C -2.78 3.09 1.14
C -3.85 3.15 2.02
C -4.17 2.05 2.79
C -3.41 0.90 2.68
C -2.33 0.82 1.80
S -1.50 -0.79 1.80
O -1.97 -1.47 0.60
O -1.92 -1.40 3.05
O -0.05 -0.52 1.76
H -2.53 3.93 0.52
H -4.43 4.07 2.09
H -5.00 2.07 3.49
H -3.62 0.03 3.28
O 1.33 -2.32 -3.42
C 2.35 -2.23 -2.76
C 3.72 -2.66 -3.30
C 4.67 -2.37 -2.16
C 3.74 -1.86 -1.04
O 4.16 -1.58 0.07
N 2.45 -1.77 -1.48
H 3.92 -2.10 -4.22
H 3.66 -3.72 -3.58
H 5.40 -1.59 -2.37
H 5.21 -3.24 -1.79
*
```

Which charges does Mulliken predict for the atoms? In e, they are:
1 Ag 0.56
2 O -0.72
3 S 1.46
4 O -0.78
5 O -0.70
6 C -0.09
7 C -0.48
8 C -0.48
9 C -0.46
10 C -0.53
11 C 0.03
12 S 1.42
13 O -0.71
14 O -0.78
15 O -0.74
16 H 0.47
17 H 0.34
18 H 0.34
19 H 0.45
20 O -0.66
21 C 0.30
22 C -0.35
23 C -0.34
24 C 0.30
25 O -0.66
26 N -0.05
27 H 0.22
28 H 0.20
29 H 0.21
30 H 0.22

# 2
# C20H33N8O3P2PbS

A structure of composition C20H33N8O3P2PbS (ωB97M-V with the def2-TZVPD basis set, OMol25).

LUMO (spin up / spin down) ... -11.463 / -11.892 eV
E_HOMO (spin up / spin down) ... -0.580 / -0.580 hartree
Gap between HOMO and LUMO (spin up / spin down) ... 4.307 / 3.884 eV

Structure (ORCA input):
```
! RIJCOSX wB97M-V def2-TZVPD def2/J DEFGRID3
* xyz 3 1
Pb -0.34 -1.50 2.04
C 5.94 1.16 1.22
C 6.20 -0.17 0.85
C 5.23 -1.12 1.00
C 3.97 -0.76 1.54
C 3.70 0.57 1.89
C 4.69 1.52 1.72
N 2.98 -1.70 1.71
N 3.15 -2.89 1.54
C 2.24 -3.91 1.43
C 2.82 -5.18 1.37
C 2.00 -6.29 1.18
C 0.65 -6.08 1.05
C 0.15 -4.78 1.17
N 0.90 -3.71 1.36
H 6.71 1.91 1.13
H 7.17 -0.44 0.45
H 5.40 -2.16 0.74
H 2.73 0.83 2.28
H 4.51 2.55 2.00
H 3.89 -5.28 1.49
H 2.42 -7.29 1.13
H -0.03 -6.90 0.86
H -0.92 -4.60 1.12
C 0.59 2.61 -2.75
N 0.76 1.70 -1.62
C 1.93 0.83 -1.72
P -0.06 1.82 -0.20
O 0.32 0.75 0.75
O -1.63 1.72 -0.72
P -2.65 0.54 -0.45
O -2.22 -0.40 0.60
N -4.06 1.35 -0.08
C -4.44 2.62 -0.65
C -5.15 0.55 0.48
N -2.80 -0.20 -1.93
C -3.14 -1.62 -1.99
C -3.13 0.57 -3.12
N -0.08 3.31 0.49
C -0.49 4.50 -0.24
C 0.54 3.55 1.79
H 0.72 2.05 -3.68
H 1.32 3.41 -2.74
H -0.41 3.04 -2.75
H 1.82 0.17 -2.59
H 2.01 0.22 -0.83
H 2.85 1.40 -1.85
H -3.56 3.15 -1.03
H -4.90 3.24 0.12
H -5.17 2.50 -1.46
H -4.77 -0.40 0.86
H -5.92 0.36 -0.27
H -5.61 1.10 1.30
H -2.93 -2.09 -1.03
H -2.52 -2.10 -2.76
H -4.19 -1.77 -2.26
H -2.89 1.62 -2.98
H -4.18 0.46 -3.39
H -2.54 0.19 -3.96
H -1.07 4.23 -1.12
H 0.37 5.10 -0.55
H -1.11 5.13 0.41
H 0.90 2.62 2.22
H -0.19 3.98 2.48
H 1.37 4.26 1.69
S -4.63 -3.78 1.56
C -3.17 -3.22 1.77
N -2.05 -2.82 1.90
*
```

Which charges does Mulliken predict for the atoms? In e, they are:
1 Pb 1.35
2 C -0.41
3 C -0.74
4 C -0.23
5 C 0.23
6 C 0.18
7 C -0.69
8 N 0.21
9 N -0.07
10 C 0.27
11 C -0.35
12 C -0.48
13 C -0.73
14 C 0.00
15 N 0.04
16 H 0.45
17 H 0.44
18 H 0.47
19 H 0.37
20 H 0.46
21 H 0.46
22 H 0.46
23 H 0.44
24 H 0.33
25 C -0.88
26 N 0.52
27 C -0.75
28 P -0.43
29 O -0.61
30 O 0.98
31 P -0.67
32 O -0.45
33 N 0.44
34 C -0.66
35 C -0.76
36 N 0.55
37 C -0.63
38 C -0.79
39 N 0.40
40 C -0.88
41 C -0.79
42 H 0.36
43 H 0.30
44 H 0.23
45 H 0.33
46 H 0.01
47 H 0.35
48 H 0.08
49 H 0.38
50 H 0.35
51 H 0.18
52 H 0.34
53 H 0.37
54 H 0.07
55 H 0.35
56 H 0.34
57 H 0.19
58 H 0.34
59 H 0.36
60 H 0.19
61 H 0.33
62 H 0.36
63 H 0.13
64 H 0.30
65 H 0.30
66 S -0.30
67 C 0.56
68 N -0.86

# 3
# C12H25N3O3

An isolated molecule of C12H25N3O3 (ωB97M-V with the def2-TZVPD basis set, OMol25).

LUMO ... 0.390 eV
E_HOMO ... -0.342 hartree
Gap between HOMO and LUMO ... 9.694 eV
SMILES ... CC(C)C[C@H](N)C(=O)N[C@@H](CCCCN)C(=O)O

Structure (ORCA input):
```
! RIJCOSX wB97M-V def2-TZVPD def2/J DEFGRID3
* xyz 0 1
C 1.66 -1.45 0.38
C 0.28 -1.36 1.01
C 2.26 -0.06 0.23
C 3.83 0.02 0.17
C 4.19 1.46 -0.25
C 4.35 -1.06 -0.72
C -2.07 -0.76 0.57
C -2.76 -1.06 -0.75
C -2.67 0.56 1.11
C -2.84 1.62 0.04
C -1.55 2.23 -0.60
C -0.66 2.98 0.44
H 0.75 -1.81 -1.52
H 1.10 -3.04 -0.70
H 2.26 -2.13 1.02
H 1.93 0.53 1.10
H 1.87 0.40 -0.70
H 4.18 -0.11 1.27
H 5.32 1.59 -0.20
H 3.76 2.28 0.44
H 3.83 1.73 -1.27
H 5.47 -0.88 -0.75
H 4.11 -2.06 -0.30
H 4.03 -0.92 -1.69
H -0.45 -0.16 -0.55
H -2.20 -1.57 1.29
H -3.69 0.30 1.49
H -2.10 0.82 2.06
H -3.49 1.24 -0.75
H -3.41 2.38 0.55
H -1.83 3.01 -1.40
H -1.03 1.37 -1.15
H -1.05 4.02 0.59
H -0.62 2.46 1.40
H 1.07 2.45 -0.41
H 0.64 3.96 -0.78
H -4.38 -1.47 0.27
N 1.50 -2.14 -0.94
N -0.66 -0.62 0.33
N 0.70 3.26 -0.03
O -0.05 -2.04 1.96
O -2.31 -0.96 -1.90
O -4.00 -1.56 -0.64
*
```

Which charges does Mulliken predict for the atoms? In e, they are:
1 C 0.34
2 C -0.09
3 C -1.00
4 C 0.60
5 C -1.32
6 C -1.42
7 C -0.51
8 C 0.30
9 C -0.65
10 C -1.04
11 C -0.41
12 C -0.60
13 H 0.27
14 H 0.31
15 H 0.51
16 H 0.43
17 H 0.28
18 H 0.23
19 H 0.37
20 H 0.31
21 H 0.30
22 H 0.42
23 H 0.33
24 H 0.36
25 H 0.18
26 H 0.59
27 H 0.52
28 H 0.30
29 H 0.39
30 H 0.49
31 H 0.35
32 H 0.24
33 H 0.39
34 H 0.27
35 H 0.14
36 H 0.27
37 H 0.40
38 N -0.69
39 N 0.19
40 N -0.57
41 O -0.71
42 O -0.55
43 O -0.51

# 4
# C34H95NO15S12

A cluster of 13 separate species, C34H95NO15S12 in total (ωB97M-V with the def2-TZVPD basis set, OMol25).

LUMO ... 0.356 eV
E_HOMO ... -0.283 hartree
Gap between HOMO and LUMO ... 8.068 eV

Structure (ORCA input):
```
! RIJCOSX wB97M-V def2-TZVPD def2/J DEFGRID3
* xyz 0 1
C -9.79 3.22 -1.31
C -8.78 4.00 -2.18
C -7.74 3.07 -2.83
C -6.97 2.31 -1.73
O -7.33 0.93 -1.65
C -6.61 0.14 -2.55
C -7.54 -0.97 -3.08
N -6.80 -2.19 -3.41
O -5.39 -0.36 -2.04
C -5.28 -0.49 -0.63
C -6.29 -1.44 0.02
C -3.84 -1.01 -0.43
O -3.54 -1.44 0.88
C -3.50 -0.40 1.85
H -9.96 2.22 -1.70
H -10.71 3.77 -1.19
H -9.34 3.08 -0.33
H -8.22 4.66 -1.51
H -9.29 4.62 -2.91
H -7.02 3.69 -3.36
H -8.24 2.37 -3.50
H -7.16 2.74 -0.76
H -5.89 2.39 -1.89
H -6.35 0.76 -3.41
H -7.98 -0.60 -4.00
H -8.34 -1.12 -2.35
H -7.49 -2.90 -3.64
H -6.30 -2.53 -2.59
H -5.33 0.47 -0.11
H -5.84 -2.20 0.65
H -6.95 -1.94 -0.68
H -6.94 -0.86 0.67
H -3.66 -1.83 -1.12
H -3.14 -0.21 -0.72
H -4.45 -0.44 2.40
H -2.71 -0.54 2.58
H -3.47 0.58 1.38
C -0.32 -3.03 0.58
S -0.07 -1.26 0.67
O 0.54 -0.83 -0.63
C 1.25 -1.31 1.88
H -1.08 -3.24 -0.16
H 0.61 -3.52 0.29
H -0.65 -3.40 1.56
H 2.08 -1.90 1.50
H 0.87 -1.73 2.81
H 1.59 -0.29 2.06
C 2.22 -6.65 -2.73
S 2.90 -5.67 -1.39
O 1.76 -5.20 -0.54
C 3.41 -4.30 -2.42
H 1.82 -7.56 -2.31
H 1.43 -6.09 -3.24
H 3.03 -6.89 -3.42
H 2.54 -3.89 -2.94
H 4.15 -4.66 -3.12
H 3.84 -3.53 -1.78
C 3.33 3.02 2.37
S 4.03 1.37 2.24
O 3.47 0.56 3.36
C 5.69 1.86 2.71
H 2.26 2.95 2.15
H 3.47 3.40 3.38
H 3.81 3.67 1.64
H 5.68 2.32 3.70
H 6.08 2.56 1.97
H 6.32 0.97 2.73
C 4.55 -11.29 -4.45
S 4.10 -9.81 -3.52
O 3.88 -8.73 -4.52
C 5.73 -9.54 -2.80
H 3.67 -11.61 -5.01
H 5.36 -11.06 -5.13
H 4.84 -12.08 -3.75
H 6.47 -9.42 -3.60
H 5.99 -10.38 -2.16
H 5.69 -8.62 -2.21
C 0.79 5.52 -0.98
S 2.22 4.54 -0.54
O 3.11 5.42 0.29
C 2.95 4.47 -2.18
H 0.24 5.71 -0.06
H 1.12 6.47 -1.40
H 0.16 4.98 -1.68
H 3.13 5.48 -2.54
H 2.27 3.94 -2.85
H 3.89 3.92 -2.11
C 1.64 8.49 1.70
S -0.02 7.88 1.42
O -0.38 8.18 0.01
C -0.86 9.11 2.44
H 2.33 7.87 1.11
H 1.71 9.53 1.38
H 1.89 8.40 2.76
H -0.63 10.10 2.07
H -0.53 9.00 3.48
H -1.93 8.92 2.38
C 7.53 4.97 -0.36
S 8.29 3.35 -0.54
O 7.77 2.51 0.58
C 9.95 3.86 -0.08
H 6.47 4.87 -0.56
H 7.68 5.33 0.66
H 7.98 5.66 -1.08
H 9.94 4.30 0.92
H 10.32 4.58 -0.81
H 10.59 2.98 -0.08
C 3.74 4.70 5.74
S 3.40 6.21 6.65
O 3.20 7.29 5.64
C 5.06 6.41 7.32
H 2.84 4.42 5.21
H 4.55 4.87 5.03
H 4.01 3.90 6.44
H 5.78 6.47 6.50
H 5.29 5.56 7.97
H 5.08 7.33 7.89
C -3.20 3.61 3.18
S -4.85 2.99 2.81
O -5.10 3.28 1.37
C -5.73 4.24 3.76
H -2.48 3.00 2.64
H -3.11 4.65 2.85
H -3.02 3.54 4.25
H -5.48 5.23 3.39
H -5.47 4.15 4.81
H -6.80 4.06 3.63
C -10.71 -4.18 0.51
S -9.93 -2.56 0.65
O -8.62 -2.77 1.31
C -11.06 -1.92 1.89
H -10.14 -4.77 -0.20
H -10.72 -4.67 1.48
H -11.73 -4.06 0.13
H -11.04 -2.56 2.77
H -12.07 -1.87 1.48
H -10.72 -0.92 2.16
C 4.55 -6.94 2.65
S 5.34 -6.45 1.11
O 6.17 -7.61 0.66
C 6.46 -5.26 1.86
H 3.83 -7.73 2.42
H 5.30 -7.32 3.35
H 4.03 -6.08 3.08
H 7.08 -5.75 2.61
H 5.88 -4.45 2.31
H 7.09 -4.85 1.07
C 5.54 -6.11 -6.79
S 6.66 -5.56 -5.50
O 5.86 -5.51 -4.24
C 6.83 -3.87 -6.09
H 5.27 -7.14 -6.58
H 4.64 -5.49 -6.79
H 6.04 -6.05 -7.76
H 5.85 -3.40 -6.14
H 7.30 -3.88 -7.07
H 7.46 -3.33 -5.39
*
```

Mulliken atomic charge list, values in e, 99 entries:
1 C -0.91
2 C -0.73
3 C -0.52
4 C -0.66
5 O -0.32
6 C 0.05
7 C -0.76
8 N -0.68
9 O -0.45
10 C 1.52
11 C -1.30
12 C -1.26
13 O -0.36
14 C -0.84
15 H 0.20
16 H 0.35
17 H 0.26
18 H 0.31
19 H 0.43
20 H 0.29
21 H 0.31
22 H 0.46
23 H 0.45
24 H 0.53
25 H 0.44
26 H 0.21
27 H 0.26
28 H 0.28
29 H -0.16
30 H 0.53
31 H 0.15
32 H 0.19
33 H 0.37
34 H 0.44
35 H 0.37
36 H 0.35
37 H 0.28
38 C -0.71
39 S 0.60
40 O -0.72
41 C -0.75
42 H 0.29
43 H 0.21
44 H 0.36
45 H 0.28
46 H 0.38
47 H 0.04
48 C -0.88
49 S 0.68
50 O -0.72
51 C -0.72
52 H 0.32
53 H 0.37
54 H 0.14
55 H 0.37
56 H 0.14
57 H 0.32
58 C -0.13
59 S 0.59
60 O -0.66
61 C -0.76
62 H 0.32
63 H -0.23
64 H 0.16
65 H 0.24
66 H 0.24
67 H 0.33
68 C -1.02
69 S 0.54
70 O -0.59
71 C -0.85
72 H 0.33
73 H 0.29
74 H 0.38
75 H 0.30
76 H 0.39
77 H 0.22
78 C -0.91
79 S 0.72
80 O -0.61
81 C -1.14
82 H 0.09
83 H 0.37
84 H 0.48
85 H 0.33
86 H 0.41
87 H 0.32
88 C -0.75
89 S 0.56
90 O -0.63
91 C -1.00
92 H 0.18
93 H 0.34
94 H 0.29
95 H 0.30
96 H 0.36
97 H 0.34
98 C -0.76
99 S 0.44

# 5
# C40H50N7O7PSSn

A structure of composition C40H50N7O7PSSn (ωB97M-V with the def2-TZVPD basis set, OMol25).

LUMO ... -1.955 eV
E_HOMO ... -0.269 hartree
Gap between HOMO and LUMO ... 5.374 eV

Structure (ORCA input):
```
! RIJCOSX wB97M-V def2-TZVPD def2/J DEFGRID3
* xyz 0 1
Sn -0.21 -1.28 0.11
C -6.20 -1.21 -0.88
C -5.80 -2.29 -1.64
C -4.45 -2.63 -1.86
C -3.47 -1.85 -1.25
C -3.87 -0.68 -0.46
C -5.21 -0.36 -0.35
N -2.10 -2.23 -1.23
N -1.93 -3.35 -1.85
C -0.74 -3.99 -1.70
C -0.69 -5.34 -2.22
C 0.44 -6.14 -1.94
C 1.58 -5.48 -1.34
C 1.44 -4.14 -0.95
N 0.30 -3.42 -1.10
H -7.29 -0.96 -0.78
H -6.55 -2.90 -2.16
H -4.19 -3.52 -2.39
H -3.01 -0.16 -0.07
H -5.51 0.47 0.33
H -1.57 -5.75 -2.66
H 0.39 -7.22 -2.09
H 2.47 -6.07 -1.15
H 2.24 -3.54 -0.50
C 4.80 -0.16 3.86
C 5.07 -1.13 2.72
N 4.84 -0.59 1.44
C 5.85 0.45 0.97
C 5.19 1.73 0.56
C 3.77 -0.88 0.63
S 2.49 -1.83 1.37
N 3.86 -0.53 -0.63
C 2.95 -0.57 -1.61
O 1.74 -0.90 -1.58
C 3.43 -0.11 -2.97
C 2.53 -0.23 -4.03
C 3.01 0.03 -5.32
C 4.36 0.38 -5.51
C 5.18 0.63 -4.47
C 4.69 0.35 -3.19
H 5.22 -0.48 4.82
H 3.72 -0.22 3.99
H 5.12 0.87 3.57
H 4.51 -2.03 2.72
H 6.12 -1.37 2.72
H 6.50 0.10 0.18
H 6.52 0.66 1.83
H 4.44 1.56 -0.19
H 5.90 2.46 0.16
H 4.62 2.20 1.35
H 1.59 -0.80 -3.91
H 2.30 -0.15 -6.07
H 4.69 0.44 -6.55
H 6.23 0.97 -4.60
H 5.34 0.58 -2.31
O -2.24 -0.97 5.08
C -1.91 -2.29 5.04
C -2.05 -3.04 6.20
C -1.93 -4.39 6.19
C -1.63 -5.07 4.99
C -1.34 -4.28 3.86
C -1.47 -2.90 3.86
C -1.17 -2.15 2.61
O -0.40 -2.76 1.79
O -1.56 -0.94 2.39
H -2.56 -0.80 6.00
H -2.36 -2.54 7.10
H -2.08 -4.95 7.16
H -1.47 -6.18 4.98
H -0.81 -4.77 3.03
C -3.49 1.21 -4.62
C -2.19 1.23 -3.79
O -2.12 2.46 -3.02
P -1.93 2.47 -1.35
O -1.38 4.01 -1.19
C 0.02 4.35 -1.25
C 0.59 4.30 -2.68
O -3.45 2.77 -0.88
C -4.03 4.09 -1.16
C -5.50 4.06 -0.72
H -3.52 0.44 -5.40
H -3.61 2.22 -5.05
H -4.37 1.04 -3.97
H -1.35 1.26 -4.50
H -2.14 0.37 -3.06
H 0.61 3.72 -0.56
H 0.08 5.42 -0.85
H 0.35 3.34 -3.17
H 1.65 4.38 -2.70
H 0.23 5.16 -3.32
H -3.96 4.29 -2.24
H -3.42 4.81 -0.65
H -6.11 3.53 -1.41
H -5.93 5.12 -0.68
H -5.54 3.64 0.26
C -1.37 2.39 3.11
C -0.06 3.08 3.03
N 0.58 3.32 1.89
C 1.63 4.14 2.21
C 1.63 4.43 3.58
N 0.56 3.71 4.06
H -1.24 1.29 2.99
H -1.93 2.74 2.21
H -1.78 2.60 4.08
H 2.37 4.38 1.46
H 2.19 5.12 4.22
H 0.27 3.72 5.03
*
```

Mulliken atomic charge list, values in e, 99 entries:
1 Sn 1.03
2 C -0.56
3 C -0.50
4 C -0.60
5 C -0.10
6 C 0.31
7 C -0.69
8 N 1.23
9 N -0.57
10 C 0.05
11 C -0.65
12 C -0.34
13 C -0.76
14 C -0.21
15 N 0.27
16 H 0.34
17 H 0.36
18 H 0.50
19 H 0.20
20 H 0.36
21 H 0.51
22 H 0.39
23 H 0.43
24 H 0.16
25 C -0.90
26 C -1.06
27 N 0.15
28 C -0.58
29 C -1.08
30 C 0.56
31 S -0.63
32 N -0.35
33 C -0.38
34 O -0.38
35 C 0.68
36 C -0.43
37 C -0.71
38 C -0.42
39 C -0.78
40 C 0.37
41 H 0.37
42 H 0.20
43 H 0.28
44 H 0.61
45 H 0.43
46 H 0.30
47 H 0.45
48 H 0.14
49 H 0.38
50 H 0.40
51 H 0.18
52 H 0.49
53 H 0.35
54 H 0.36
55 H 0.18
56 O -0.37
57 C 1.15
58 C -0.97
59 C -0.35
60 C -0.78
61 C -0.28
62 C 0.04
63 C 0.97
64 O -0.62
65 O -0.70
66 H 0.27
67 H 0.30
68 H 0.29
69 H 0.32
70 H 0.31
71 C -1.32
72 C 0.43
73 O -0.41
74 P 0.75
75 O -0.51
76 C 0.06
77 C -0.98
78 O -0.12
79 C -0.24
80 C -1.26
81 H 0.39
82 H 0.35
83 H 0.24
84 H 0.22
85 H -0.16
86 H 0.03
87 H 0.22
88 H 0.13
89 H 0.47
90 H 0.25
91 H 0.25
92 H 0.34
93 H 0.32
94 H 0.34
95 H 0.32
96 C -0.21
97 C 0.20
98 N -0.07
99 C -0.24

# 6
# C4H11NSi3

A cluster of 2 separate species, C4H11NSi3 in total (ωB97M-V with the def2-TZVPD basis set, OMol25).

LUMO ... -0.839 eV
E_HOMO ... -0.317 hartree
Gap between HOMO and LUMO ... 7.792 eV

Structure (ORCA input):
```
! RIJCOSX wB97M-V def2-TZVPD def2/J DEFGRID3
* xyz 0 1
C -3.51 0.43 0.31
C -2.52 1.32 -0.19
C -2.87 -0.78 0.43
C -1.37 0.60 -0.25
N -1.52 -0.64 0.14
Si 2.94 -1.10 0.04
Si -0.47 -2.02 0.20
Si 2.53 1.14 -0.38
H -4.58 0.50 0.65
H -2.65 2.44 -0.43
H -3.22 -1.56 1.01
H -0.29 0.85 -0.58
H 4.26 -1.30 0.84
H 2.93 -1.74 -1.22
H 2.13 -2.11 0.94
H 1.93 1.33 -1.79
H 0.65 -1.09 -0.01
H 3.94 1.81 -0.43
H 1.70 1.92 0.73
*
```

Which charges does Mulliken predict for the atoms? In e, they are:
1 C -0.20
2 C -0.67
3 C -0.59
4 C 0.39
5 N 0.45
6 Si 0.40
7 Si -0.08
8 Si 0.27
9 H 0.32
10 H 0.29
11 H 0.40
12 H -0.20
13 H -0.14
14 H -0.11
15 H -0.14
16 H -0.05
17 H -0.21
18 H -0.12
19 H -0.03

# 7
# C3H2AuFO2

A structure of composition C3H2AuFO2 (ωB97M-V with the def2-TZVPD basis set, OMol25).

LUMO (spin up / spin down) ... -17.506 / -22.432 eV
E_HOMO (spin up / spin down) ... -0.972 / -1.060 hartree
Gap between HOMO and LUMO (spin up / spin down) ... 8.934 / 6.408 eV

Structure (ORCA input):
```
! RIJCOSX wB97M-V def2-TZVPD def2/J DEFGRID3
* xyz 3 4
O 0.38 2.05 -0.54
H -0.11 -1.70 0.95
O 0.95 -0.01 0.53
C 0.03 -0.97 0.15
C -1.03 0.05 -0.14
C -0.19 1.23 0.08
F -2.29 -0.06 0.15
Au 2.54 0.44 -0.06
H -0.28 -1.03 -1.10
*
```

Which charges does Mulliken predict for the atoms? In e, they are:
1 O -0.11
2 H 0.41
3 O -0.09
4 C 0.10
5 C 0.14
6 C 0.80
7 F 0.05
8 Au 1.30
9 H 0.42

# 8
# C4H4O3

An isolated molecule of C4H4O3 (ωB97M-V with the def2-TZVPD basis set, OMol25).

LUMO ... -0.384 eV
E_HOMO ... -0.351 hartree
Gap between HOMO and LUMO ... 9.156 eV

Structure (ORCA input):
```
! RIJCOSX wB97M-V def2-TZVPD def2/J DEFGRID3
* xyz 0 1
C -1.79 0.21 -0.58
C -0.79 -0.86 -0.25
O -1.05 -2.01 0.03
C 0.67 -0.55 -0.30
O 0.99 0.15 0.77
C 2.37 0.47 0.77
O 2.75 1.47 1.28
H -1.88 0.87 0.29
H -2.76 -0.26 -0.79
H -1.46 0.82 -1.43
H 2.95 -0.30 0.24
*
```

Which charges does Mulliken predict for the atoms? In e, they are:
1 C -1.03
2 C 1.03
3 O -0.51
4 C -0.61
5 O -0.13
6 C 0.33
7 O -0.38
8 H 0.28
9 H 0.31
10 H 0.35
11 H 0.35

What did we get for DFT total energy? Answer: -1986.04647 -2718.54306 -862.22737 -7313.60828 -3418.05776 -1082.08635 -499.60164 -380.42910 hartree, in the order shown.
What did we get for largest force on an atom? Answer: 0.47 1.88 3.50 1.27 3.61 6.03 8.75 0.80 eV Å⁻¹, in the order shown.